The following is a DFT calculation (ωB97M-V/def2-TZVPD) of a 2-piece molecular cluster, C4H9N2 overall.

Geometry as XYZ:
```
15
Properties=species:S:1:pos:R:3:mulliken_charge:R:1
C -1.054 0.081 0.014 0.07
C 2.521 0.660 -0.228 -0.27
C 1.709 -0.548 -0.454 0.06
C -2.089 -0.960 0.001 -0.92
N -1.419 1.317 -0.011 -0.26
N 2.345 -0.476 0.662 -0.08
H 3.477 0.764 -0.729 0.26
H 2.035 1.588 0.046 0.19
H 1.177 -1.232 -1.069 0.38
H -2.123 -1.397 1.001 0.28
H -1.815 -1.765 -0.680 0.25
H -3.084 -0.580 -0.251 0.33
H -2.405 1.596 -0.053 0.22
H 2.623 -0.899 1.525 0.29
H -0.751 2.075 0.002 0.22
```

Output
**Relative energy (zero: lowest compared OMol25 entry of this formula, charge and spin)**: 487.4 kJ/mol
**Charge**: +1
**Frontier orbital gap**: 7.92 eV
**DFT total energy**: -266.913646 a.u.

***

The following is a DFT calculation (ωB97M-V/def2-TZVPD) of a 2-piece molecular cluster, C5H10FN overall.

Geometry as XYZ:
```
17
Properties=species:S:1:pos:R:3:mulliken_charge:R:1
C 0.534 -2.061 -0.974 -0.33
C 0.392 1.655 0.330 -0.02
C -0.490 2.239 -0.458 -0.17
C 1.395 2.383 1.167 -1.03
C -1.520 -2.750 -0.112 -0.73
N -0.649 -1.777 -0.689 -0.27
F -0.566 3.581 -0.588 -0.26
H 0.994 -3.042 -0.799 0.25
H 1.150 -1.302 -1.434 0.30
H 0.374 0.578 0.378 0.19
H -1.224 1.733 -1.062 0.40
H 2.162 1.700 1.519 0.32
H 0.912 2.837 2.032 0.27
H 1.862 3.186 0.601 0.28
H -1.968 -2.322 0.784 0.25
H -2.324 -2.931 -0.828 0.24
H -1.034 -3.706 0.133 0.31
```

Output
**Structure (SMILES)**: C/C=C\F.C=NC
**Relative energy (zero: lowest compared OMol25 entry of this formula, charge and spin)**: 153.6 kJ/mol
**Charge**: 0
**Frontier orbital gap**: 10.28 eV
**DFT total energy**: -351.067231 a.u.

***

| no. | HOMO (hartree) | E_LUMO (eV) |
| --- | --- | --- |
| 1 | -0.4532 | -4.4 |
| 2 | -0.3413 | 1.0 |